[1]
{"formula": "C35H66FN2O10S", "method": "ωB97M-V with the def2-TZVPD basis set", "elements": ["C", "C", "C", "O", "O", "C", "C", "C", "C", "C", "C", "C", "C", "C", "C", "C", "O", "O", "S", "O", "O", "C", "O", "C", "C", "C", "C", "C", "C", "F", "C", "C", "O", "N", "O", "C", "C", "C", "O", "H", "H", "H", "H", "H", "H", "H", "H", "H", "H", "H", "H", "H", "H", "H", "H", "H", "H", "H", "H", "H", "H", "H", "H", "H", "H", "H", "H", "H", "H", "H", "H", "H", "H", "H", "H", "H", "H", "H", "H", "H", "H", "H", "H", "H", "H", "C", "C", "C", "N", "C", "C", "C", "C", "C", "C", "H", "H", "H", "H", "H", "H", "H", "H", "H", "H", "H", "H", "H", "H", "H", "H", "H", "H", "H", "H"], "xyz": [[6.04310, -0.43260, 0.18050], [6.37199, -1.88577, 0.13933], [5.28889, -3.11776, 0.36711], [5.77080, -4.37585, 0.41678], [3.84093, -2.91092, 0.52073], [3.33263, -3.50146, 1.77582], [2.00210, -2.61055, 2.25294], [0.71471, -3.56491, 2.65679], [-0.60582, -3.10721, 1.73876], [-1.89547, -2.93837, 2.71698], [-3.34966, -2.70475, 2.00224], [-3.69730, -1.28085, 1.30313], [-2.65662, -0.03938, 1.73005], [-3.45930, 1.35238, 2.20295], [-2.41676, 2.66053, 2.28136], [-0.86134, 2.25155, 2.56578], [-0.16050, 2.17647, 1.26457], [-4.89699, -0.76292, 2.04295], [-6.33265, -1.52112, 1.79603], [-7.47974, -0.47736, 2.11188], [-6.68240, -2.73186, 2.74870], [-6.63128, -2.09792, 0.06945], [-7.55223, -1.16121, -0.64278], [-8.39002, -1.87785, -1.61683], [-8.31450, -0.97894, -3.02464], [-5.20634, -2.33533, -0.78953], [-5.05062, -3.93198, -0.81631], [-3.66276, -4.62907, -1.23048], [-3.75018, -6.22367, -0.72959], [-4.97335, -6.89470, -1.28747], [-3.99387, -1.35525, -0.35448], [-4.59319, 0.16380, -0.76129], [-4.85979, 0.34535, -2.19044], [-4.58239, 1.64112, -2.53168], [-5.58075, 1.97116, -3.18808], [-2.60019, -1.40606, -1.14946], [-2.35475, -1.86122, -2.64026], [-3.56149, -2.17544, -3.68970], [-1.41119, -3.02715, -2.82180], [5.84562, 0.13514, -0.83002], [6.03916, 0.15641, 1.20959], [7.50287, -2.17201, -0.08648], [4.17007, -3.39437, 2.59680], [3.01436, -4.63771, 1.61532], [1.78369, -1.88162, 1.34673], [2.26837, -1.90023, 3.17048], [0.48410, -3.35504, 3.80819], [0.98034, -4.71559, 2.50785], [-0.37475, -2.11938, 1.15682], [-0.81248, -4.03971, 1.03338], [-1.66997, -2.19550, 3.62460], [-2.00216, -3.99646, 3.26806], [-3.47889, -3.66531, 1.35117], [-4.09814, -2.87944, 2.92149], [-1.79269, 0.15260, 0.98355], [-2.09831, -0.26020, 2.76555], [-4.30278, 1.69414, 1.48649], [-3.86002, 1.25009, 3.32322], [-2.59896, 3.29631, 1.30734], [-2.78199, 3.33511, 3.18566], [-0.69579, 1.32847, 3.26367], [-0.37108, 3.17852, 3.13694], [-0.75324, 2.45738, 0.50724], [-7.23604, -3.12566, 0.12740], [-9.47490, -1.95544, -1.18607], [-8.01260, -2.94658, -1.90668], [-9.01286, -1.48906, -3.81470], [-7.18356, -1.05482, -3.37746], [-8.62960, 0.11564, -2.73325], [-5.62047, -2.06842, -1.88225], [-5.90026, -4.36792, -1.53459], [-5.35164, -4.34362, 0.26418], [-2.76046, -4.17608, -0.63982], [-3.41157, -4.69087, -2.37717], [-3.79872, -6.31894, 0.43452], [-2.80952, -6.77744, -1.17759], [-3.79835, 1.02379, -0.52423], [-5.55361, 0.44884, -0.16461], [-2.15845, -0.29244, -1.07397], [-1.84866, -2.01633, -0.44668], [-1.73666, -0.99940, -3.20890], [-4.10805, -1.20680, -4.12419], [-4.33683, -2.98591, -3.36417], [-3.02590, -2.63888, -4.65458], [-1.18351, -3.43175, -1.94022], [6.46049, 7.49077, -2.24289], [6.49957, 6.01055, -2.62584], [5.60278, 5.12900, -1.75088], [6.26654, 4.52015, -0.47973], [7.12201, 5.54549, 0.26959], [7.85893, 4.93528, 1.45410], [8.71190, 3.74958, 1.02392], [7.87560, 2.70845, 0.29569], [7.12208, 3.30458, -0.88944], [5.09416, 4.06020, 0.40692], [7.02968, 7.70236, -1.33539], [6.90068, 8.09334, -3.04490], [5.43550, 7.83282, -2.09064], [7.53168, 5.64954, -2.67065], [6.11199, 5.94607, -3.65110], [5.24568, 4.27378, -2.33762], [4.72301, 5.69453, -1.42088], [7.87076, 5.92180, -0.43073], [6.46362, 6.36207, 0.58458], [8.50719, 5.69953, 1.90072], [7.15816, 4.63242, 2.23936], [9.19282, 3.29978, 1.89947], [9.51588, 4.09818, 0.36317], [7.17971, 2.23705, 0.99773], [8.53040, 1.90655, -0.06409], [6.44956, 2.56140, -1.33382], [7.82599, 3.64603, -1.65344], [4.48470, 3.35799, -0.16954], [4.50776, 4.94133, 0.68168], [5.47429, 3.57296, 1.30604]], "forces_ev_per_angstrom": [[0.3, -1.4, 0.2], [-1.3, 0.7, 0.1], [2.4, -5.5, 2.3], [-2.9, 7.8, -0.6], [3.6, 0.2, 0.3], [-0.7, -0.2, 1.5], [0.7, 0.0, -0.3], [0.1, 1.1, 0.0], [0.0, -1.0, 1.0], [0.3, -0.9, 0.7], [0.4, -1.3, 1.7], [1.0, 0.4, 0.2], [0.1, 0.5, 1.8], [0.8, 1.0, 0.4], [-0.9, -0.6, 1.0], [-0.5, 2.6, -0.2], [-0.9, -0.3, 0.1], [-1.2, -1.9, -1.9], [-8.3, 0.4, 6.0], [5.2, -2.9, -1.9], [3.1, 3.4, -3.8], [-0.3, -0.6, -2.7], [1.4, -2.2, 0.7], [-0.5, 0.4, -1.6], [0.2, -0.9, 1.4], [-1.8, -0.5, -1.0], [-0.6, -1.2, 0.5], [-0.2, -1.8, 0.5], [0.2, 0.4, -0.8], [2.5, 1.6, 1.1], [-1.2, 2.3, -0.6], [1.0, 1.0, 1.6], [0.8, -1.6, 2.1], [-5.3, 0.6, -2.6], [4.2, 0.4, 1.5], [2.0, 0.4, 1.8], [0.7, 0.3, -2.9], [0.1, -0.1, -1.5], [-0.9, 0.7, 2.0], [2.1, -0.7, 2.0], [-1.9, -1.5, -2.1], [-3.0, 0.0, -1.1], [-1.7, -0.5, -1.7], [0.9, 2.5, 0.3], [0.2, -1.6, 1.8], [-0.4, -1.7, -2.0], [0.4, -0.7, -2.5], [-0.7, 2.6, 0.3], [-0.4, -2.0, 1.0], [0.3, 2.2, 1.1], [-0.5, -1.4, -2.2], [0.1, 2.3, -1.2], [0.0, 2.1, 0.7], [1.4, 0.7, -2.3], [-1.7, -0.3, 1.0], [-1.3, -0.2, -2.5], [1.3, -0.9, 1.5], [0.6, -0.2, -2.8], [1.0, -1.2, 1.8], [0.7, -1.4, -1.9], [-0.4, 1.5, -1.8], [-1.0, -2.0, -1.1], [0.7, -0.5, 1.8], [1.7, 2.2, 0.5], [2.0, 0.2, -0.8], [-0.5, 1.9, 0.9], [1.3, 1.2, 1.5], [-2.5, 0.5, 0.6], [0.7, -2.2, -0.9], [1.4, -0.1, 2.4], [1.8, 1.0, 1.5], [0.8, 0.8, -2.2], [-1.6, -0.8, -1.1], [-0.6, 0.5, 2.4], [-0.1, 0.1, -2.3], [-2.1, 0.9, 1.0], [-1.5, -2.1, -0.2], [1.5, -0.7, -1.2], [-1.1, -2.5, -0.2], [-1.5, 1.1, -1.6], [-1.5, -1.7, 1.6], [1.1, -2.1, 1.4], [1.5, 1.7, -0.4], [-1.0, 1.0, 2.3], [-0.5, 0.8, -1.3], [0.4, 0.1, -0.1], [-0.3, 0.3, 0.0], [0.5, -0.3, 0.1], [-0.7, -0.2, -0.1], [0.0, -0.3, 0.0], [0.0, -0.1, 0.2], [0.2, 0.0, 0.0], [0.0, -0.1, 0.1], [-0.2, 0.2, 0.3], [0.7, 0.1, -0.4], [-0.1, 0.1, -0.1], [-0.1, -0.1, 0.2], [0.0, 0.0, 0.0], [-0.1, -0.1, 0.0], [0.1, -0.2, 0.2], [0.1, 0.0, 0.3], [0.3, -0.1, 0.1], [-0.3, 0.0, -0.1], [0.1, -0.2, -0.2], [-0.3, 0.0, -0.2], [0.1, 0.1, -0.1], [-0.1, 0.1, -0.2], [-0.1, 0.0, 0.1], [0.0, 0.0, -0.1], [-0.2, 0.1, -0.1], [0.0, 0.3, 0.0], [-0.2, 0.1, 0.1], [0.1, 0.2, 0.1], [0.2, -0.2, -0.1], [-0.1, 0.1, -0.2]], "total_charge": 1, "homo_ev": -10.68, "e_tot_ev": -74343.602, "gap_ev": 6.4, "largest_force_ev_per_a": 10.25}

[2]
{"formula": "C5H13N2", "method": "ωB97M-V with the def2-TZVPD basis set", "elements": ["C", "N", "C", "C", "C", "C", "N", "H", "H", "H", "H", "H", "H", "H", "H", "H", "H", "H", "H", "H"], "xyz": [[-0.22664, 0.47156, -2.94814], [0.36734, -0.48398, -1.92657], [1.12384, -0.21961, -0.79564], [0.79840, -0.88402, 0.38617], [0.94782, -0.21643, 1.73220], [-0.26514, 0.67638, 1.97877], [-1.53284, 0.10401, 1.30755], [-0.39525, -0.12569, -3.83030], [0.38778, 1.37001, -3.03975], [-1.24479, 0.66105, -2.56018], [0.26638, -1.36814, -2.40610], [2.07142, 0.24377, -1.07600], [0.95744, -1.96471, 0.26608], [0.88530, -0.91403, 2.57388], [1.84141, 0.38561, 1.98017], [-0.17760, 1.67885, 1.56020], [-0.51900, 0.80015, 3.03530], [-1.18891, -0.31372, 0.42364], [-1.81207, -0.67694, 1.90815], [-2.28488, 0.77589, 1.43058]], "forces_ev_per_angstrom": [[0.3, -0.5, 2.2], [-0.3, -0.4, -2.4], [-1.2, -1.5, -0.8], [2.1, 0.7, -0.4], [0.3, -0.4, 1.0], [-0.8, 1.0, -0.3], [1.1, -0.6, 2.4], [0.5, 0.3, -0.6], [-0.3, -0.1, -0.4], [0.5, 0.6, -0.3], [0.2, -0.7, 1.3], [-0.5, 2.0, 1.1], [-1.7, 0.0, 0.3], [0.3, -0.5, -0.4], [-0.2, -0.1, -0.5], [0.2, -0.1, -0.1], [0.2, -0.1, -0.1], [-0.4, 0.4, -0.5], [0.0, -0.2, -0.3], [-0.1, 0.2, -1.1]], "total_charge": 1, "homo_ev": -11.64, "e_tot_ev": -8365.935, "smiles": "CN/C=C/CC[NH3+]", "relative_energy_kj_mol": 470.4, "gap_ev": 7.7, "largest_force_ev_per_a": 2.72}

[3]
{"formula": "C7H13N2O2", "method": "ωB97M-V with the def2-TZVPD basis set", "elements": ["C", "C", "C", "C", "C", "C", "C", "N", "N", "O", "O", "H", "H", "H", "H", "H", "H", "H", "H", "H", "H", "H", "H", "H"], "xyz": [[-1.47375, -1.42469, -0.43277], [-2.16943, 0.81435, 0.15883], [0.29820, 1.02688, -0.16832], [0.24671, 1.28206, -1.63764], [1.80874, 0.83451, 2.05191], [1.71899, -0.82068, 0.13093], [1.68899, 0.70421, 0.49577], [-2.43336, -0.47031, -0.09403], [-1.98016, -2.57372, -0.76130], [-2.87739, 1.76999, 0.23213], [-0.70622, 1.05840, 0.55550], [0.77285, 2.29009, -1.70043], [-0.80977, 1.44399, -1.91677], [0.64142, 0.65106, -2.41976], [1.44278, -0.09122, 2.52908], [1.18350, 1.70275, 2.25384], [2.84875, 1.08734, 2.29651], [1.28009, -1.37043, 1.01062], [2.69594, -1.18224, -0.01769], [1.01415, -1.06503, -0.71637], [2.58661, 1.13103, 0.02017], [-3.54107, -0.61678, -0.09768], [-1.22046, -3.34468, -0.91354], [-3.01613, -2.83689, -0.85900]], "forces_ev_per_angstrom": [[-0.5, 0.8, 0.4], [-0.4, 2.9, 0.2], [3.6, -0.6, -0.8], [-1.2, 2.1, 0.2], [-0.5, 0.7, -1.5], [-2.7, -0.5, 0.5], [-0.7, -1.1, 0.2], [-2.7, -1.1, -0.3], [0.6, -2.5, -0.5], [1.0, -1.6, -0.1], [-1.3, -0.8, 1.0], [-0.6, -1.0, -0.2], [0.4, 0.1, 0.0], [0.7, -0.6, 0.6], [0.3, 0.8, 0.0], [0.1, -0.1, 0.9], [-0.4, -0.3, 0.1], [0.4, 0.4, -1.0], [1.2, -0.3, -0.4], [1.2, 0.0, 0.7], [-1.0, 0.5, -0.3], [2.9, 0.2, -0.1], [-2.5, 1.8, 0.1], [2.0, 0.4, 0.3]], "total_charge": 1, "homo_ev": -13.46, "e_tot_ev": -14535.650, "relative_energy_kj_mol": 283.8, "gap_ev": 9.4, "largest_force_ev_per_a": 3.78}

What did the third record say?
{"formula": "C7H13N2O2", "method": "ωB97M-V with the def2-TZVPD basis set", "elements": ["C", "C", "C", "C", "C", "C", "C", "N", "N", "O", "O", "H", "H", "H", "H", "H", "H", "H", "H", "H", "H", "H", "H", "H"], "xyz": [[-1.47375, -1.42469, -0.43277], [-2.16943, 0.81435, 0.15883], [0.29820, 1.02688, -0.16832], [0.24671, 1.28206, -1.63764], [1.80874, 0.83451, 2.05191], [1.71899, -0.82068, 0.13093], [1.68899, 0.70421, 0.49577], [-2.43336, -0.47031, -0.09403], [-1.98016, -2.57372, -0.76130], [-2.87739, 1.76999, 0.23213], [-0.70622, 1.05840, 0.55550], [0.77285, 2.29009, -1.70043], [-0.80977, 1.44399, -1.91677], [0.64142, 0.65106, -2.41976], [1.44278, -0.09122, 2.52908], [1.18350, 1.70275, 2.25384], [2.84875, 1.08734, 2.29651], [1.28009, -1.37043, 1.01062], [2.69594, -1.18224, -0.01769], [1.01415, -1.06503, -0.71637], [2.58661, 1.13103, 0.02017], [-3.54107, -0.61678, -0.09768], [-1.22046, -3.34468, -0.91354], [-3.01613, -2.83689, -0.85900]], "forces_ev_per_angstrom": [[-0.5, 0.8, 0.4], [-0.4, 2.9, 0.2], [3.6, -0.6, -0.8], [-1.2, 2.1, 0.2], [-0.5, 0.7, -1.5], [-2.7, -0.5, 0.5], [-0.7, -1.1, 0.2], [-2.7, -1.1, -0.3], [0.6, -2.5, -0.5], [1.0, -1.6, -0.1], [-1.3, -0.8, 1.0], [-0.6, -1.0, -0.2], [0.4, 0.1, 0.0], [0.7, -0.6, 0.6], [0.3, 0.8, 0.0], [0.1, -0.1, 0.9], [-0.4, -0.3, 0.1], [0.4, 0.4, -1.0], [1.2, -0.3, -0.4], [1.2, 0.0, 0.7], [-1.0, 0.5, -0.3], [2.9, 0.2, -0.1], [-2.5, 1.8, 0.1], [2.0, 0.4, 0.3]], "total_charge": 1, "homo_ev": -13.46, "e_tot_ev": -14535.650, "relative_energy_kj_mol": 283.8, "gap_ev": 9.4, "largest_force_ev_per_a": 3.78}